Below is C2H6IOP as an isolated structure, with properties calculated with ωB97M-V/def2-TZVPD.

Geometry as XYZ:
```
11
Properties=species:S:1:pos:R:3:forces:R:3
C 1.577339 -0.659135 -0.197302 0.302 -1.558 2.329
C -0.919712 0.522006 0.025934 -0.716 1.811 3.493
O -1.012243 0.855642 -1.245550 -0.628 0.607 -2.953
P -0.075443 -1.115329 0.351417 -1.173 0.437 -0.191
I -3.080496 0.166585 0.795675 0.720 0.142 -0.021
H 1.947118 0.068144 0.479006 0.517 1.231 0.073
H 1.634177 -0.431859 -1.205385 0.350 0.362 -1.875
H 2.128481 -1.560747 0.107608 0.294 0.088 -0.740
H -0.586587 1.452781 0.707496 -0.689 -2.159 -1.202
H -1.765167 1.450751 -1.509824 1.158 -0.748 0.858
H 0.152534 -0.748838 1.690924 -0.134 -0.213 0.228
```
Forces are in eV/Å.

- Total charge: 0
- HOMO-LUMO gap: 9.34 eV
- Spin multiplicity: 1
- Relative energy (zero: lowest compared OMol25 entry of this formula, charge and spin): 221.4 kJ/mol